[1]
DFT (wB97M-V/def2-TZVPD) results for a cluster of 7 separate species, C7H28N6O7 in total in a non-equilibrium geometry.

Its largest force on an atom is 11.0 eV/Å. For the energy above the lowest of the compared OMol25 structures with the same formula, charge and spin, the calculation gives 441.8 kJ/mol. The value obtained for the total energy is -1138.62671 Eh. The SMILES is NC(N)=O.NC(N)=O.NC(N)=O.CO.CO.CO.CO. Its HOMO-LUMO gap is 9.4 eV.

Geometry (Å):
N: -7.6529 -15.1135 -4.0766
C: -7.6285 -14.6518 -5.2667
N: -7.2596 -15.5563 -6.0244
O: -7.9891 -13.6064 -5.6380
H: -8.1118 -14.5105 -3.4087
H: -7.7852 -16.1132 -4.1330
H: -6.4420 -16.0378 -5.6782
H: -7.2609 -15.4067 -7.0233
N: -5.4254 -11.1976 -1.9943
C: -5.8338 -12.1563 -2.6804
N: -6.9673 -11.8818 -3.1675
O: -5.3929 -13.2522 -2.6669
H: -4.5951 -11.3670 -1.4447
H: -5.9623 -10.3635 -1.8043
H: -7.3525 -12.6983 -3.6202
H: -7.5120 -11.0714 -2.9094
N: -11.8144 -9.1296 -0.3894
C: -11.7803 -10.4538 -0.3103
N: -10.6140 -11.0805 -0.5518
O: -12.7953 -11.1619 -0.2050
H: -10.9673 -8.6314 -0.6226
H: -12.7606 -8.7816 -0.4511
H: -9.8179 -10.5407 -0.8600
H: -10.6236 -12.0890 -0.4975
C: -8.6140 -13.7673 -0.6467
O: -9.9110 -13.7390 -0.0432
H: -8.6162 -13.4031 -1.6741
H: -7.8345 -13.1810 -0.1601
H: -8.2972 -14.8101 -0.6302
H: -9.9788 -14.2632 0.7582
C: -7.4221 -10.5254 1.2034
O: -6.6666 -9.4787 1.6966
H: -8.0412 -10.9102 2.0137
H: -8.0354 -10.1031 0.4073
H: -6.8477 -11.2931 0.6849
H: -7.1351 -8.6949 1.4005
C: -11.0836 -12.8501 3.1994
O: -11.0879 -14.2746 3.1907
H: -11.1895 -12.4534 2.1897
H: -11.8614 -12.3791 3.8005
H: -10.0897 -12.6525 3.6009
H: -11.8007 -14.4995 2.5883
C: -6.6054 -15.0584 2.5091
O: -7.9870 -14.8680 3.0178
H: -6.2445 -16.0787 2.3792
H: -6.3022 -14.5359 1.6018
H: -5.9102 -14.6218 3.2262
H: -8.1148 -13.9761 3.3492

Atomic forces in eV per Å
N -0.5 -1.0 5.8
C -1.5 2.6 1.2
N 4.1 -7.2 -7.3
O -2.0 6.1 -1.2
H 0.0 -0.8 0.4
H -0.3 0.3 1.4
H -0.1 -0.5 -0.4
H 0.1 0.3 0.2
N 4.9 6.1 5.1
C -0.9 -2.1 0.6
N -6.2 0.0 -3.9
O 2.7 -4.2 -0.7
H -0.1 0.4 0.0
H 0.4 -0.3 -0.2
H -0.8 0.8 -0.5
H 0.0 -0.5 -0.5
N 0.0 1.3 0.4
C -1.6 -3.2 -1.3
N 1.1 0.9 0.1
O 0.3 1.1 0.7
H -0.7 0.3 0.0
H 0.5 0.5 -0.1
H -0.1 -0.5 0.1
H 0.3 0.0 0.0
C 0.0 -1.1 0.5
O 0.1 0.8 -0.8
H -0.7 0.0 0.1
H -0.2 0.2 0.5
H 0.4 0.0 -0.3
H 0.5 -0.1 0.2
C -1.0 -0.3 -0.8
O 1.1 1.1 0.2
H -0.2 -0.5 -0.3
H -0.6 -0.4 0.0
H 0.4 -0.1 0.5
H 0.4 0.3 0.4
C 0.8 -0.2 -0.1
O -0.7 0.2 -0.4
H 0.2 0.1 -0.1
H 0.0 -0.3 0.3
H -0.2 0.8 0.0
H -0.2 -0.5 0.1
C 0.1 1.3 1.2
O 1.6 -1.2 -1.4
H -1.1 -0.3 0.2
H -0.9 0.2 -0.5
H 0.0 -0.1 0.4
H 0.4 0.1 -0.1

***

[2]
DFT (wB97M-V/def2-TZVPD) results for a cluster of 7 separate species, C7H28O7 in total in a non-equilibrium geometry.

Its largest force on an atom is 3.1 eV/Å. For the energy above the lowest of the compared OMol25 structures with the same formula, charge and spin, the calculation gives 327.4 kJ/mol. The value obtained for the total energy is -810.04637 Eh. The SMILES is CO.CO.CO.CO.CO.CO.CO. Its HOMO-LUMO gap is 10.6 eV.

Geometry (Å):
C: -1.6627 -4.3629 -2.3193
O: -0.8220 -3.2181 -2.1672
H: -2.6031 -4.1652 -2.7216
H: -1.0460 -4.9650 -2.9775
H: -1.8731 -4.8212 -1.4055
H: -1.1982 -2.7892 -1.4169
C: 0.0657 2.8478 -1.3875
O: -0.6872 1.6821 -1.1537
H: 0.3742 3.4081 -0.5168
H: 0.9243 2.6547 -2.0948
H: -0.6801 3.4516 -1.9691
H: -0.0284 1.0762 -0.8947
C: -1.4749 -1.7024 1.5326
O: -1.6808 -1.6473 0.1586
H: -2.4739 -1.5577 2.0551
H: -1.0709 -2.6766 1.8538
H: -0.8605 -0.8295 1.8783
H: -2.4846 -1.1314 -0.0161
C: 1.2348 0.8548 2.9961
O: 1.3316 1.3149 1.6607
H: 0.1698 0.7663 3.2366
H: 1.6588 -0.1374 3.1120
H: 1.7328 1.4711 3.7387
H: 1.2419 0.6226 0.9820
C: 4.4925 2.5039 2.6748
O: 4.1406 3.1005 1.3944
H: 5.6124 2.6517 2.8456
H: 3.9043 2.9840 3.4454
H: 4.2811 1.4473 2.6624
H: 3.2899 2.7032 1.1284
C: -3.8987 1.0297 -1.7792
O: -3.2741 1.1540 -0.5023
H: -3.2532 0.5849 -2.5238
H: -4.7555 0.3035 -1.7125
H: -4.1776 1.9952 -2.1941
H: -2.3478 1.4555 -0.6618
C: 1.6531 -1.4114 -1.3368
O: 0.7184 -0.6139 -0.5964
H: 2.3542 -0.8316 -1.9542
H: 2.1971 -2.0098 -0.5846
H: 1.1384 -2.1651 -1.9445
H: -0.1625 -1.0280 -0.5247

Atomic forces in eV per Å
C 2.4 0.3 -1.1
O -0.5 -0.4 -0.3
H -1.5 0.7 -1.2
H -0.6 -0.7 0.0
H 0.2 -1.1 1.7
H -0.2 1.1 1.0
C -1.1 1.2 -2.6
O -0.3 0.9 0.1
H 0.1 -0.2 0.4
H -0.7 0.1 0.9
H 1.0 0.2 0.5
H 0.9 -2.1 0.6
C -1.1 1.0 2.4
O -0.4 -0.2 -1.3
H 1.1 -0.4 -0.4
H 0.1 0.5 -0.3
H -0.1 -1.0 -0.3
H 0.3 0.2 -0.1
C -0.9 -1.0 -0.4
O 0.7 0.8 -0.3
H 0.1 0.1 0.4
H 0.2 -0.3 -0.1
H 0.0 0.6 -0.4
H -0.1 -0.2 0.6
C 1.0 0.9 -1.1
O 0.0 -0.7 0.6
H -1.6 -0.1 -0.2
H 0.1 0.1 0.5
H 0.0 -0.5 0.1
H 0.4 0.2 0.3
C -0.4 -0.9 0.2
O 0.2 -0.3 -0.4
H 0.6 -0.2 -0.2
H 0.5 1.1 0.2
H -0.5 0.1 0.2
H -0.5 -0.1 0.1
C -0.1 -1.2 0.7
O 0.4 0.7 -0.2
H -0.5 0.1 0.4
H 0.3 0.3 -0.4
H 0.0 0.5 -0.1
H 0.3 -0.1 -0.1

***

[3]
DFT (wB97M-V/def2-TZVPD) results for a cluster of 7 separate species, C7H28O7 in total.

Its largest force on an atom is 0.7 eV/Å. For the energy above the lowest of the compared OMol25 structures with the same formula, charge and spin, the calculation gives 333.7 kJ/mol. The value obtained for the total energy is -810.04398 Eh. The SMILES is CO.CO.CO.CO.CO.CO.CO. Its HOMO-LUMO gap is 10.2 eV.

Geometry (Å):
C: -21.3635 -17.1651 -8.5408
O: -21.5579 -17.5541 -7.1832
H: -20.3346 -17.3602 -8.8588
H: -22.0255 -17.7771 -9.1496
H: -21.5720 -16.1065 -8.7100
H: -20.9890 -16.9979 -6.6341
C: -21.7150 -20.9473 -7.4639
O: -22.7756 -20.0660 -7.7660
H: -21.6772 -21.2085 -6.4010
H: -21.8573 -21.8601 -8.0420
H: -20.7480 -20.5074 -7.7369
H: -22.4930 -19.1765 -7.5131
C: -19.7257 -16.6604 -4.3868
O: -19.7547 -15.9832 -5.6363
H: -18.7118 -16.7860 -4.0007
H: -20.3342 -16.1370 -3.6458
H: -20.1282 -17.6618 -4.5344
H: -19.1671 -15.2236 -5.6271
C: -23.4688 -16.9556 -11.8593
O: -24.5568 -16.5427 -11.0448
H: -23.0901 -17.9430 -11.5674
H: -23.7851 -17.0336 -12.9048
H: -22.6464 -16.2529 -11.7629
H: -25.2519 -17.1979 -11.1471
C: -21.3939 -13.4400 -6.9591
O: -21.2763 -13.0932 -5.5839
H: -21.3235 -12.5321 -7.5515
H: -20.5722 -14.1011 -7.2642
H: -22.3097 -13.9951 -7.1707
H: -21.6787 -13.8031 -5.0770
C: -21.3306 -20.8327 -11.1278
O: -21.5995 -22.2212 -10.9963
H: -20.3508 -20.6404 -11.5818
H: -22.0686 -20.3714 -11.7791
H: -21.3518 -20.3427 -10.1504
H: -20.8544 -22.6040 -10.5259
C: -17.6806 -18.8043 -10.0506
O: -18.6622 -18.2404 -10.9264
H: -17.4342 -18.0383 -9.3145
H: -18.1021 -19.6511 -9.5030
H: -16.7683 -19.0784 -10.5788
H: -18.6201 -18.7523 -11.7391

Atomic forces in eV per Å
C 0.4 -0.1 0.0
O -0.1 0.1 -0.2
H 0.0 0.0 0.0
H -0.1 0.1 0.0
H -0.2 0.0 0.1
H 0.1 0.0 0.0
C 0.1 0.1 0.0
O 0.0 -0.1 -0.1
H 0.0 0.0 0.0
H 0.0 0.0 0.0
H 0.0 -0.1 0.0
H 0.0 0.0 0.2
C 0.1 -0.1 0.2
O 0.0 -0.2 -0.1
H 0.0 0.1 -0.1
H 0.0 0.0 0.0
H -0.1 0.1 -0.1
H -0.1 0.1 0.1
C -0.2 -0.6 -0.2
O 0.2 0.1 0.0
H 0.0 0.1 0.1
H 0.2 0.2 0.0
H -0.1 0.2 0.0
H 0.0 0.0 0.1
C 0.4 -0.5 0.0
O -0.1 0.0 -0.1
H -0.2 0.1 0.0
H 0.0 0.1 0.0
H -0.2 0.3 0.0
H 0.1 0.0 0.1
C 0.3 0.2 0.2
O 0.0 0.1 -0.2
H 0.0 -0.1 0.0
H -0.2 -0.2 0.1
H -0.1 0.1 -0.1
H -0.1 -0.1 0.0
C -0.4 0.4 0.2
O 0.4 -0.2 0.0
H 0.0 0.0 -0.1
H 0.2 -0.2 -0.1
H 0.0 -0.1 0.0
H -0.2 0.1 -0.1

***

[4]
DFT (wB97M-V/def2-TZVPD) results for a structure of composition C7H2Cl3HgNO2 in a non-equilibrium geometry.

Its largest force on an atom is 4.1 eV/Å. For the energy above the lowest of the compared OMol25 structures with the same formula, charge and spin, the calculation gives 31.1 kJ/mol. The value obtained for the total energy is -2007.21952 Eh. Its net charge is -1. Its expectation value of S² is 0.753. Its HOMO-LUMO gap (spin up / spin down) is 5.0 / 7.6 eV. The spin multiplicity is 2.

Geometry (Å):
Hg: 2.8131 0.0384 0.8359
Cl: -4.5410 -0.6706 -1.1582
C: -3.0017 -0.2137 -0.6884
C: -1.9581 -1.1524 -0.5856
C: -0.6919 -0.8074 -0.1106
Cl: 0.4765 -2.0010 -0.0230
C: -0.3269 0.5418 0.2682
O: 0.8943 0.8615 0.5448
C: -1.4366 1.4798 0.1767
Cl: -1.2842 3.0264 0.7151
C: -2.7006 1.0704 -0.3396
H: -2.1684 -2.2071 -0.8861
H: -3.5171 1.8058 -0.3855
O: 6.9143 -0.5231 0.0562
C: 5.7807 -0.5434 0.4937
N: 4.7477 -0.7056 1.0861

Atomic forces in eV per Å
Hg 0.3 0.1 0.1
Cl -1.6 -0.5 -0.6
C 3.0 -0.5 0.6
C -0.4 -0.9 -0.1
C -2.0 1.8 -0.3
Cl 1.2 -1.3 0.0
C -0.6 -0.2 -0.9
O -3.0 1.3 0.0
C -0.6 -3.9 -1.2
Cl 0.5 2.4 0.7
C 0.2 1.6 0.9
H 0.3 1.0 0.4
H 0.5 -0.2 0.1
O -1.7 0.4 0.1
C 1.4 -0.9 0.7
N 2.2 -0.4 -0.5